Record 1
The following is a quantum chemistry calculation of a molecular structure, C22H32BNO7PdSSe2Si, from the Open Molecules 2025 dataset.

As for the net charge: 0. Its HOMO energy (spin up / spin down) is -7.51 / -8.52 eV. Its HOMO-LUMO gap (spin up / spin down) is 7.70 / 6.39 eV. The relative energy (zero: lowest compared OMol25 entry of this formula, charge and spin) is 0.0 kJ/mol. As for the spin multiplicity: 5. Its total energy is -192716.3004 eV.

Atoms and positions in Å:
Pd (-0.538, 0.169, -0.483)
Se (-2.588, 2.967, -1.341)
Se (-3.698, -0.411, -0.093)
S (1.946, -0.462, 0.665)
Si (-1.591, 2.225, 2.039)
O (1.220, 0.070, 1.800)
O (-1.705, 1.608, 0.495)
O (1.684, -1.834, 0.315)
O (-1.500, -2.905, -0.707)
O (-0.225, 1.781, -1.884)
O (-0.346, -2.216, -2.562)
O (0.612, 3.780, -1.339)
N (1.601, 0.402, -0.678)
C (6.383, 0.168, 1.369)
C (0.663, 2.564, -1.346)
C (-4.363, 3.315, -0.643)
C (5.925, -0.473, 0.219)
C (0.149, -4.487, -3.442)
C (-4.140, 0.449, -1.799)
C (-1.283, -5.345, -1.134)
C (7.851, 0.410, 1.583)
C (-4.630, -2.069, -0.491)
C (0.035, 3.086, 2.337)
C (5.451, 0.599, 2.309)
C (1.854, 1.838, -0.699)
C (-0.745, -6.258, -2.039)
C (3.664, -0.231, 0.957)
C (-2.932, 3.516, 2.278)
C (-1.892, 0.846, 3.258)
C (-0.386, -3.599, -2.539)
C (-1.083, -4.014, -1.418)
C (-0.045, -5.840, -3.166)
C (-3.086, 1.383, -2.368)
C (4.573, -0.676, 0.006)
C (4.093, 0.408, 2.110)
B (-0.996, -1.827, -1.409)
H (-5.066, 3.338, -1.475)
H (-2.793, 3.972, 3.263)
H (-3.941, 3.098, 2.250)
H (-4.644, 2.541, 0.069)
H (-2.869, 4.331, 1.552)
H (4.220, -1.182, -0.884)
H (-5.662, -1.866, -0.770)
H (-2.844, 0.350, 3.049)
H (8.456, -0.248, 0.960)
H (3.366, 0.743, 2.838)
H (-4.617, -2.670, 0.416)
H (-0.010, 3.571, 3.319)
H (0.228, 3.859, 1.589)
H (2.721, 2.038, -1.337)
H (6.640, -0.822, -0.518)
H (-2.137, 0.885, -2.550)
H (-0.870, -7.317, -1.857)
H (-1.099, 0.099, 3.219)
H (8.111, 1.440, 1.329)
H (5.792, 1.092, 3.212)
H (-1.821, -5.657, -0.249)
H (0.695, -4.147, -4.310)
H (-4.265, -0.362, -2.518)
H (0.868, 2.388, 2.352)
H (-3.438, 1.788, -3.319)
H (2.059, 2.277, 0.278)
H (-4.348, 4.282, -0.150)
H (0.361, -6.581, -3.841)
H (-5.104, 0.943, -1.701)
H (8.131, 0.250, 2.624)
H (-1.936, 1.237, 4.279)
H (-4.117, -2.611, -1.282)

Results of the natural (NBO) charge analysis, in e, for atoms 1 through 4: Pd 1.08; Se 0.97; Se 0.38; S 2.28

=====

Record 2
The following is a quantum chemistry calculation of a molecular structure, C24H33N2O6PdSeSi, from the Open Molecules 2025 dataset.

As for the net charge: -1. Its HOMO energy (spin up / spin down) is -5.00 / -5.00 eV. Its HOMO-LUMO gap (spin up / spin down) is 7.45 / 7.45 eV. The relative energy (zero: lowest compared OMol25 entry of this formula, charge and spin) is 148.9 kJ/mol. As for the spin multiplicity: 1. Its total energy is -117392.3224 eV.

Atoms and positions in Å:
Pd (-1.085, 0.686, -0.816)
Se (-2.335, -0.587, -2.806)
Si (-1.382, 0.477, 2.054)
O (-3.418, -1.301, -3.766)
O (0.408, 2.990, -4.233)
O (-1.458, -1.603, -1.845)
O (-1.239, 0.390, -3.532)
O (0.954, 2.345, -2.173)
O (-3.029, 0.471, -1.635)
N (0.782, 0.214, 0.390)
N (2.388, 1.658, -5.412)
C (-1.423, 2.620, 5.642)
C (-3.171, -1.503, 0.933)
C (-1.745, -2.248, 2.705)
C (-1.790, 1.050, 3.821)
C (1.108, 2.269, -3.364)
C (-2.771, 0.439, 4.602)
C (2.414, -1.657, -0.130)
C (2.016, 0.960, 0.073)
C (-1.130, 2.152, 4.370)
C (3.224, 0.485, 0.889)
C (2.624, -0.698, -5.107)
C (-2.401, 1.992, 6.400)
C (1.788, -0.134, -3.964)
C (-2.176, -1.216, 1.862)
C (-2.285, -3.521, 2.625)
C (-3.278, -3.785, 1.692)
C (0.489, 0.363, 1.852)
C (3.298, -1.052, 0.952)
C (-1.765, 1.703, 0.737)
C (2.480, 0.390, -6.166)
C (2.166, 1.352, -3.987)
C (-3.077, 0.902, 5.874)
C (-3.717, -2.778, 0.849)
C (0.953, -1.238, 0.034)
H (0.767, 2.748, -5.111)
H (-3.697, -4.782, 1.612)
H (-1.178, 2.626, 0.808)
H (-2.637, 2.353, 7.393)
H (1.563, 0.240, -6.741)
H (1.822, 2.020, 0.238)
H (0.495, -1.817, 0.837)
H (0.717, -0.249, -4.140)
H (2.958, -1.405, 1.929)
H (4.330, -1.394, 0.845)
H (2.193, 0.859, -0.998)
H (3.313, 0.431, -6.872)
H (-2.816, 1.938, 0.554)
H (4.125, 0.898, 0.427)
H (-0.972, -2.053, 3.444)
H (0.975, -0.416, 2.446)
H (-1.930, -4.307, 3.283)
H (-3.488, -0.750, 0.220)
H (3.075, 1.507, -3.392)
H (0.372, -1.463, -0.862)
H (3.214, 2.223, -5.541)
H (2.266, -1.669, -5.446)
H (-4.464, -2.984, 0.093)
H (-0.373, 2.670, 3.791)
H (3.185, 0.900, 1.897)
H (-3.847, 0.409, 6.456)
H (0.910, 1.313, 2.192)
H (2.787, -1.354, -1.112)
H (-3.306, -0.418, 4.209)
H (-0.893, 3.477, 6.039)
H (1.993, -0.585, -2.993)
H (3.672, -0.805, -4.809)
H (2.453, -2.748, -0.116)

Results of the natural (NBO) charge analysis, in e, for atoms 1 through 4: Pd 0.83; Se 2.71; Si 1.62; O -1.04

=====

Record 3
The following is a quantum chemistry calculation of a molecular structure, C57H47Br4ClEuF4N2P3, from the Open Molecules 2025 dataset.

As for the net charge: -1. Its HOMO energy (spin up / spin down) is -1.61 / -3.21 eV. Its HOMO-LUMO gap (spin up / spin down) is 3.71 / 4.80 eV. As for the spin multiplicity: 8. Its total energy is -413606.6047 eV.

Atoms and positions in Å:
Eu (14.669, 14.626, 12.581)
Br (16.041, 16.801, 10.420)
Br (13.828, 14.633, 9.551)
Br (10.856, 15.252, 13.064)
Br (12.966, 13.283, 14.411)
Cl (16.489, 15.609, 14.762)
P (17.817, 17.205, 17.578)
P (13.238, 11.533, 11.893)
P (12.155, 17.669, 11.227)
F (9.813, 18.994, 9.373)
F (8.045, 14.788, 12.401)
F (6.572, 15.670, 10.308)
F (7.480, 17.666, 8.757)
N (14.484, 10.764, 12.862)
N (15.969, 12.551, 12.394)
C (12.637, 18.624, 9.775)
C (11.699, 18.827, 15.017)
C (18.557, 18.358, 20.216)
C (17.852, 19.790, 18.466)
C (11.783, 10.575, 12.265)
C (10.868, 8.346, 12.471)
C (13.286, 19.872, 9.780)
C (11.085, 20.697, 13.676)
C (18.623, 20.735, 20.523)
C (19.397, 18.283, 15.162)
C (9.528, 10.254, 13.018)
C (22.360, 17.007, 16.900)
C (16.799, 13.062, 19.370)
C (16.219, 15.441, 19.232)
C (12.247, 18.220, 13.889)
C (17.250, 12.906, 12.425)
C (20.367, 16.136, 18.030)
C (9.867, 16.255, 11.802)
C (16.085, 14.154, 19.805)
C (12.372, 18.058, 8.495)
C (18.092, 18.442, 18.874)
C (18.991, 19.468, 20.927)
C (15.568, 15.548, 9.024)
C (19.556, 16.889, 17.190)
C (9.544, 17.821, 10.020)
C (13.678, 20.511, 8.617)
C (15.653, 11.393, 13.116)
C (12.778, 18.695, 7.284)
C (11.991, 18.742, 12.637)
C (17.986, 20.882, 19.274)
C (8.552, 15.823, 11.644)
C (16.606, 10.799, 13.992)
C (11.351, 19.985, 12.491)
C (12.590, 10.956, 9.339)
C (17.935, 11.250, 14.054)
C (10.596, 11.114, 12.797)
C (21.549, 17.612, 15.997)
C (18.450, 17.103, 21.091)
C (11.270, 20.189, 14.972)
C (14.927, 10.571, 9.857)
C (8.246, 17.262, 9.824)
C (13.621, 10.980, 10.245)
C (11.886, 9.207, 12.052)
C (17.286, 15.643, 18.351)
C (12.828, 10.708, 7.968)
C (9.632, 8.845, 12.932)
C (15.095, 10.112, 8.552)
C (20.143, 17.647, 16.114)
C (21.773, 16.243, 17.932)
C (17.955, 14.512, 17.879)
C (13.479, 19.909, 7.367)
C (7.785, 16.209, 10.556)
C (14.096, 10.250, 7.606)
C (17.690, 13.233, 18.342)
C (10.391, 17.240, 10.995)
C (18.249, 12.372, 13.265)
C (15.281, 16.497, 19.810)
H (13.343, 20.391, 10.743)
H (23.412, 17.283, 16.864)
H (11.091, 7.303, 12.306)
H (15.691, 10.568, 10.602)
H (15.445, 14.053, 20.645)
H (11.752, 18.254, 15.944)
H (14.294, 9.899, 6.629)
H (22.025, 18.151, 15.143)
H (11.782, 17.119, 8.395)
H (10.600, 12.167, 13.018)
H (10.761, 21.713, 13.578)
H (17.580, 19.904, 17.452)
H (14.178, 10.157, 13.591)
H (19.932, 15.462, 18.833)
H (16.312, 14.764, 9.068)
H (17.562, 13.628, 11.669)
H (14.263, 16.372, 19.464)
H (11.102, 20.364, 11.534)
H (17.467, 21.787, 19.017)
H (18.980, 16.266, 20.619)
H (13.702, 20.385, 6.387)
H (18.927, 21.672, 21.102)
H (19.241, 12.805, 13.327)
H (12.723, 17.292, 14.048)
H (17.453, 16.821, 21.329)
H (15.068, 16.482, 20.896)
H (18.060, 12.373, 17.720)
H (18.635, 10.786, 14.732)
H (15.566, 16.158, 8.164)
H (8.783, 8.255, 13.186)
H (10.991, 20.725, 15.912)
H (16.273, 9.967, 14.544)
H (12.559, 18.175, 6.344)
H (18.629, 14.655, 17.058)
H (19.432, 19.234, 21.926)
H (11.544, 10.940, 9.665)
H (8.561, 10.653, 13.311)
H (14.301, 21.374, 8.771)
H (16.449, 12.110, 19.749)
H (15.652, 17.463, 19.513)
H (16.065, 9.690, 8.297)
H (12.786, 8.719, 11.607)
H (19.840, 19.142, 14.710)
H (18.323, 18.127, 14.946)
H (18.844, 17.295, 22.076)
H (12.013, 10.755, 7.247)
H (22.351, 15.743, 18.690)

Results of the Löwdin charge analysis, in e, for atoms 1 through 4: Eu 0.92; Br 0.39; Br 0.22; Br 0.77